11
Properties=species:S:1:pos:R:3:forces:R:3:mulliken_charge:R:1 method="wB97M-V/def2-TZVPD" spin_multiplicity=3 total_energy_ev=-21157.20415 e_lumo_ev="0.665 / -3.811" fmax_ev_per_a=6.22 orbital_gap_ha="0.259 / 0.280"
S 3.076 0.043 0.173 1.253 -0.858 2.840 0.79
O 1.961 0.091 -0.963 1.087 1.552 -3.075 -0.28
O 3.067 1.235 0.897 0.569 4.696 0.661 -0.48
O 4.208 -0.698 -0.150 3.866 -0.941 -2.763 -0.49
O 1.636 -1.176 0.751 -5.512 -2.721 0.972 -0.26
C 1.011 -0.638 -0.312 -1.478 0.422 1.143 0.50
C -0.255 0.343 -0.037 -0.237 -2.399 -0.158 -0.99
H -1.081 -0.369 -0.204 -0.092 0.674 0.821 0.31
H -0.167 0.757 0.939 -0.178 0.178 0.747 0.30
H 0.567 -1.404 -0.919 0.039 -0.848 -0.651 0.30
H -0.374 1.111 -0.776 0.684 0.245 -0.536 0.32